No. 1
Formula: C16H17N
Source: OMol25
Level of theory: ωB97M-V/def2-TZVPD

Geometry (Å):
C: 0.34 2.18 3.99
C: -0.07 1.72 2.71
C: -1.22 1.10 2.23
N: -0.99 0.62 0.94
C: 0.29 1.09 0.52
C: 0.95 1.04 -0.70
C: 2.17 1.61 -0.80
C: 2.66 2.35 0.28
C: 1.99 2.46 1.50
C: 0.89 1.75 1.64
H: -0.06 3.21 4.27
H: 1.36 2.43 4.17
H: -0.18 1.34 4.63
H: -2.22 1.01 2.76
H: -1.78 0.30 0.37
H: 0.37 0.54 -1.56
H: 2.83 1.51 -1.60
H: 3.61 2.95 0.09
H: 2.41 3.14 2.22
C: -0.07 -1.88 -4.07
C: -0.69 -2.13 -2.64
C: 0.25 -2.12 -1.58
C: -0.22 -2.24 -0.37
C: -1.60 -2.55 -0.03
C: -2.46 -2.63 -1.07
C: -2.03 -2.36 -2.38
H: 0.78 -1.23 -4.05
H: -0.71 -1.14 -4.59
H: 0.10 -2.86 -4.53
H: 1.25 -1.78 -1.74
H: 0.38 -2.27 0.63
H: -1.97 -2.71 1.06
H: -3.55 -2.93 -0.89
H: -2.79 -2.20 -3.08

E_HOMO: -7.6 eV

=====

No. 2
Formula: C3H6F2O
Source: OMol25
Level of theory: ωB97M-V/def2-TZVPD

Geometry (Å):
O: -1.49 0.24 -0.93
C: -1.05 0.23 0.45
C: 0.27 -0.49 0.46
C: 1.25 0.18 -0.44
F: 2.44 -0.48 -0.37
F: 1.37 1.52 0.00
H: -1.95 -0.58 -1.14
H: -1.72 -0.21 1.17
H: -0.97 1.31 0.71
H: 0.21 -1.50 0.13
H: 0.68 -0.49 1.46
H: 0.98 0.26 -1.48

E_HOMO: -10.9 eV

=====

No. 3
Formula: C26H39BCdN6S3Te4
Source: OMol25
Level of theory: ωB97M-V/def2-TZVPD

Geometry (Å):
Cd: -0.10 1.38 0.06
C: 4.63 7.35 0.51
C: 4.89 7.12 1.90
C: 4.23 5.92 2.20
C: 3.75 5.36 0.99
C: 3.95 6.24 -0.06
H: 4.99 8.24 0.02
H: 5.39 7.78 2.58
H: 4.29 5.46 3.16
H: 3.24 4.43 0.99
H: 3.68 6.13 -1.13
C: -4.24 -0.65 2.66
C: -4.65 -1.12 1.28
C: -5.32 0.02 0.47
C: -5.70 -2.28 1.50
N: -3.56 -1.84 0.50
C: -3.29 -3.16 0.17
C: -1.97 -3.20 -0.21
N: -1.35 -1.98 -0.20
B: 0.33 -2.04 -0.93
N: 1.33 -2.35 0.20
C: 1.76 -3.69 0.36
C: 1.99 -3.93 1.65
N: 1.63 -2.79 2.39
C: 1.38 -1.78 1.51
S: 1.62 -0.09 1.60
C: 1.84 -2.60 3.91
C: 1.12 -1.35 4.26
C: 1.20 -3.72 4.76
C: 3.43 -2.64 4.19
N: 0.82 -0.90 -1.92
C: 2.08 -0.37 -1.82
C: 2.32 0.31 -2.99
N: 1.32 0.01 -3.91
C: 0.26 -0.61 -3.21
S: -1.18 -1.15 -3.71
C: 1.29 0.49 -5.38
C: 2.77 0.53 -5.83
C: 0.47 -0.54 -6.25
C: 0.59 1.83 -5.65
C: -2.33 -1.13 0.37
S: -2.30 0.53 0.82
H: -5.16 -0.22 3.10
H: -3.52 0.13 2.76
H: -3.92 -1.47 3.28
H: -6.24 0.37 0.89
H: -5.45 -0.20 -0.58
H: -4.64 0.88 0.57
H: -6.49 -1.84 2.14
H: -5.25 -3.09 2.14
H: -6.19 -2.64 0.58
H: -4.08 -3.94 0.14
H: -1.47 -4.04 -0.63
H: 0.07 -2.93 -1.69
H: 1.85 -4.35 -0.49
H: 2.42 -4.81 2.15
H: 0.11 -1.38 3.80
H: 1.67 -0.43 3.91
H: 0.95 -1.33 5.31
H: 0.21 -3.90 4.34
H: 1.13 -3.50 5.82
H: 1.73 -4.68 4.66
H: 3.87 -1.64 4.12
H: 4.02 -3.36 3.63
H: 3.53 -2.90 5.26
H: 2.67 -0.47 -0.87
H: 3.16 0.99 -3.25
H: 2.90 -0.11 -6.73
H: 3.51 0.15 -5.03
H: 3.04 1.59 -6.10
H: -0.60 -0.30 -6.15
H: 0.54 -1.55 -5.82
H: 0.85 -0.52 -7.29
H: 1.08 2.55 -4.97
H: -0.44 1.68 -5.58
H: 0.97 2.12 -6.68
Te: -3.17 3.93 0.37
Te: -5.84 4.48 -0.32
Te: -7.37 7.54 -0.29
Te: -7.07 6.00 1.71

E_HOMO (alpha / beta): -0.6 / -0.6 eV
total charge: -2

=====

No. 4
Formula: C6H9N
Source: OMol25
Level of theory: ωB97M-V/def2-TZVPD

Geometry (Å):
C: 2.56 0.58 2.35
C: 1.75 0.55 1.13
C: 1.06 0.30 0.18
C: 0.21 -0.43 -0.78
C: -1.28 -0.13 -0.65
C: -2.12 0.22 -1.82
N: -2.15 -1.13 -1.26
H: 2.05 1.11 3.16
H: 3.55 1.00 2.21
H: 2.68 -0.46 2.68
H: 0.35 -1.49 -0.53
H: 0.54 -0.31 -1.82
H: -1.58 0.28 0.31
H: -1.66 0.30 -2.80
H: -2.97 0.88 -1.66
H: -2.99 -1.27 -0.71

E_HOMO: -9.3 eV

=====

No. 5
Formula: C2MnO4S4
Source: OMol25
Level of theory: ωB97M-V/def2-TZVPD

Geometry (Å):
Mn: 0.40 -0.24 0.33
S: 2.48 -0.63 -0.44
S: 3.47 -1.90 0.78
S: 2.71 -1.46 2.68
S: 0.73 -1.22 2.34
O: -3.26 0.21 -1.28
C: -2.13 0.31 -0.81
O: -1.54 -0.53 -0.02
C: -1.21 1.56 -1.14
O: -1.64 2.53 -1.74
O: 0.00 1.39 -0.70

spin multiplicity: 6
E_HOMO (alpha / beta): -0.5 / -0.7 eV
total charge: -2

=====

No. 6
Formula: C3H7NO3
Source: OMol25
Level of theory: ωB97M-V/def2-TZVPD

Geometry (Å):
C: 0.59 -0.76 -2.07
C: 0.70 -0.29 -0.66
O: 1.62 -0.33 0.10
O: -0.47 0.88 -0.54
N: -1.20 0.50 0.55
C: -0.64 1.10 1.76
O: -0.74 -1.10 0.61
H: 0.94 -1.79 -2.12
H: 1.24 -0.12 -2.68
H: -0.43 -0.69 -2.43
H: 0.43 0.92 1.89
H: -1.20 0.75 2.63
H: -0.79 2.18 1.66
H: -0.05 -1.24 1.28

E_HOMO: -9.4 eV

=====

No. 7
Formula: C2F3N
Source: OMol25
Level of theory: ωB97M-V/def2-TZVPD

Geometry (Å):
F: 0.74 0.02 1.92
C: 0.25 0.34 0.79
N: -0.61 1.07 0.17
C: -0.18 -0.17 -0.64
F: -1.04 -1.05 -0.58
F: 0.83 -0.20 -1.66

E_HOMO: -10.1 eV

=====

No. 8
Formula: C6H5NS5
Source: OMol25
Level of theory: ωB97M-V/def2-TZVPD

Geometry (Å):
N: 0.37 1.56 3.11
C: -0.49 1.30 2.03
C: -1.96 1.51 2.22
C: -2.88 1.18 1.33
C: -2.41 0.43 0.14
C: -1.07 0.41 -0.20
C: -0.11 1.02 0.68
S: 1.53 0.95 0.00
S: 1.86 -1.07 0.48
S: 0.50 -2.46 -0.51
S: 0.38 -1.35 -2.29
S: -0.61 0.63 -2.07
H: 1.42 1.81 2.98
H: 0.15 1.77 4.16
H: -2.10 2.04 3.15
H: -3.87 1.08 1.73
H: -3.10 0.24 -0.65

E_HOMO: -8.0 eV

=====

No. 9
Formula: C6H8
Source: OMol25
Level of theory: ωB97M-V/def2-TZVPD

Geometry (Å):
C: 0.92 2.59 -0.23
C: 0.33 1.70 0.29
C: -1.48 -0.15 -1.40
C: -1.28 -0.21 -0.06
C: 1.75 -1.92 0.71
C: -0.45 0.60 0.77
H: 1.70 3.13 -0.60
H: -2.22 -0.87 -1.91
H: -0.82 0.54 -1.98
H: -1.67 -1.05 0.43
H: 1.84 -0.91 1.11
H: 1.00 -2.40 1.28
H: 1.29 -1.82 -0.25
H: -0.90 0.78 1.84

E_HOMO (alpha / beta): -9.7 / -8.2 eV

=====

No. 10
Formula: C4H9NO2
Source: OMol25
Level of theory: ωB97M-V/def2-TZVPD

Geometry (Å):
C: 0.36 -0.13 -2.06
C: -0.26 0.25 -0.69
O: -1.36 -0.63 -0.48
C: 0.77 0.09 0.42
C: 0.35 0.47 1.84
N: -0.80 -0.10 2.29
O: 1.05 1.19 2.54
H: 0.96 -1.06 -2.02
H: 1.01 0.69 -2.36
H: -0.36 -0.27 -2.89
H: -0.65 1.27 -0.73
H: -1.23 -1.11 -1.30
H: 1.07 -0.96 0.44
H: 1.63 0.70 0.18
H: -1.13 0.17 3.20
H: -1.41 -0.58 1.64

E_HOMO: -9.6 eV

=====

No. 11
Formula: C30H76Br2Cl2F3N25O15PS
Source: OMol25
Level of theory: ωB97M-V/def2-TZVPD

Geometry (Å):
C: 1.33 5.43 -0.42
C: 0.14 5.14 -0.91
C: -1.30 4.70 -1.45
P: -1.39 2.86 -2.12
C: -1.14 0.98 -2.57
C: -2.23 -0.05 -2.05
C: -1.68 -1.50 -1.57
F: -0.25 -1.66 -1.54
Br: -2.30 -1.78 0.34
C: -2.30 -2.73 -2.43
F: -1.93 -2.46 -3.82
F: -1.72 -3.99 -1.99
Br: -4.27 -2.92 -2.20
C: -3.27 2.92 -2.63
Cl: -3.68 2.14 -4.24
C: -4.06 4.29 -2.43
C: -4.74 4.49 -0.94
Cl: -5.60 4.11 -3.52
N: -0.66 3.13 -3.70
C: -1.10 4.24 -4.55
C: 0.79 2.95 -3.83
C: 1.93 4.10 -3.56
O: 1.33 1.86 -4.29
O: -2.12 2.58 -0.53
C: -1.22 2.41 0.59
C: 0.18 1.94 -0.06
C: 1.49 2.11 0.88
C: 2.19 0.66 1.22
C: 2.80 -0.08 -0.08
S: 3.35 1.06 -1.44
O: 0.20 2.62 -1.37
H: 2.35 5.64 0.08
H: -1.59 5.50 -2.20
H: -2.02 4.82 -0.54
H: -0.04 0.64 -2.42
H: -1.20 0.98 -3.74
H: -2.92 -0.30 -2.96
H: -2.95 0.28 -1.23
H: -3.77 2.21 -1.86
H: -3.62 5.26 -2.82
H: -5.19 5.54 -0.86
H: -4.05 4.21 -0.08
H: -5.62 3.71 -0.93
H: -0.29 5.06 -4.80
H: -1.37 3.80 -5.60
H: -2.02 4.84 -4.23
H: 2.58 3.85 -2.65
H: 2.57 4.22 -4.52
H: 1.37 5.11 -3.42
H: -1.71 1.50 1.15
H: -1.23 3.22 1.41
H: 0.08 0.79 -0.10
H: 2.25 2.87 0.45
H: 1.11 2.50 1.91
H: 1.47 -0.06 1.76
H: 3.07 0.89 1.94
H: 3.72 -0.68 0.27
H: 2.06 -0.87 -0.53
H: 3.68 0.31 -2.58
C: -9.60 1.94 -5.41
O: -10.55 1.28 -5.81
N: -8.35 1.43 -5.32
N: -9.71 3.23 -5.02
H: -7.55 1.95 -4.99
H: -8.22 0.47 -5.60
H: -10.62 3.65 -5.08
H: -8.94 3.78 -4.69
C: -13.84 1.14 -7.90
O: -13.01 1.31 -8.78
N: -15.14 0.86 -8.16
N: -13.53 1.23 -6.58
H: -15.83 0.71 -7.45
H: -15.40 0.78 -9.13
H: -12.57 1.44 -6.34
H: -14.20 1.09 -5.84
C: 2.51 -4.53 -1.26
O: 2.95 -4.52 -0.12
N: 3.25 -4.94 -2.32
N: 1.26 -4.14 -1.57
H: 2.91 -4.95 -3.26
H: 4.19 -5.24 -2.14
H: 0.67 -3.83 -0.80
H: 0.88 -4.15 -2.50
C: 2.28 -4.24 -6.31
O: 2.28 -5.12 -5.45
N: 1.69 -3.04 -6.12
N: 2.89 -4.40 -7.51
H: 1.68 -2.31 -6.81
H: 1.23 -2.89 -5.24
H: 3.34 -5.28 -7.69
H: 2.90 -3.69 -8.22
C: 6.03 1.54 1.37
O: 5.65 0.43 1.07
N: 6.61 1.82 2.56
N: 5.89 2.61 0.55
H: 6.93 2.73 2.84
H: 6.73 1.05 3.21
H: 5.46 2.45 -0.35
H: 6.20 3.54 0.78
C: 1.11 -5.90 2.93
O: 0.31 -5.01 2.70
N: 0.88 -6.88 3.84
N: 2.31 -5.99 2.29
H: 1.53 -7.62 4.04
H: 0.00 -6.85 4.34
H: 2.52 -5.28 1.61
H: 2.98 -6.72 2.47
C: -2.28 -8.92 5.06
O: -1.28 -8.22 5.10
N: -3.08 -8.98 3.97
N: -2.68 -9.69 6.10
H: -3.90 -9.55 3.91
H: -2.82 -8.42 3.17
H: -2.11 -9.67 6.93
H: -3.49 -10.27 6.08
C: 4.71 -4.09 5.43
O: 5.38 -3.72 6.39
N: 4.93 -3.65 4.17
N: 3.70 -4.98 5.55
H: 4.39 -3.94 3.38
H: 5.67 -2.98 4.04
H: 3.51 -5.34 6.48
H: 3.14 -5.30 4.78
C: 7.50 -0.55 7.31
O: 8.51 -1.04 6.81
N: 6.34 -1.24 7.42
N: 7.45 0.71 7.79
H: 5.50 -0.87 7.82
H: 6.33 -2.19 7.07
H: 8.30 1.26 7.73
H: 6.63 1.12 8.20
C: -5.81 8.25 -1.66
O: -6.19 7.41 -0.85
N: -5.30 7.92 -2.86
N: -5.88 9.58 -1.41
H: -4.98 8.59 -3.54
H: -5.23 6.94 -3.07
H: -6.26 9.87 -0.52
H: -5.58 10.28 -2.06
C: 9.00 -2.81 2.62
O: 8.45 -1.73 2.49
N: 9.33 -3.32 3.83
N: 9.32 -3.60 1.56
H: 9.78 -4.21 3.96
H: 9.11 -2.76 4.64
H: 9.09 -3.25 0.65
H: 9.77 -4.49 1.65
C: 4.43 2.10 9.92
O: 4.69 1.87 8.75
N: 4.38 1.14 10.87
N: 4.16 3.35 10.37
H: 4.17 1.31 11.83
H: 4.57 0.19 10.57
H: 4.19 4.10 9.70
H: 3.95 3.57 11.33

E_HOMO: -5.3 eV
total charge: -1

=====

No. 12
Formula: C4H13N3
Source: OMol25
Level of theory: ωB97M-V/def2-TZVPD

Geometry (Å):
N: -0.12 -1.02 1.82
C: 1.14 -0.42 1.41
C: 0.97 1.02 0.93
N: 0.42 1.11 -0.42
C: -0.96 0.78 -0.71
C: -1.10 -0.19 -1.88
N: -0.32 -1.42 -1.72
H: -0.82 -0.37 2.12
H: -0.03 -1.87 2.34
H: 1.93 -0.50 2.15
H: 1.55 -0.96 0.55
H: 1.95 1.45 0.84
H: 0.41 1.62 1.66
H: 0.66 2.02 -0.78
H: -1.56 1.67 -0.92
H: -1.46 0.30 0.13
H: -0.80 0.26 -2.82
H: -2.15 -0.51 -1.95
H: 0.63 -1.28 -2.03
H: -0.34 -1.71 -0.74

E_HOMO: -8.6 eV

=====

No. 13
Formula: C13H14O2
Source: OMol25
Level of theory: ωB97M-V/def2-TZVPD

Geometry (Å):
C: -0.69 2.14 1.77
C: -0.30 1.45 0.53
O: 0.88 1.10 0.36
C: -1.35 1.17 -0.48
C: -2.08 2.08 -1.21
C: -2.93 1.71 -2.20
C: -3.13 0.37 -2.56
C: -2.49 -0.54 -1.69
C: -1.58 -0.16 -0.70
C: -1.14 -1.12 0.38
C: -0.18 -1.96 0.29
C: 0.91 -2.57 0.19
C: 2.19 -1.96 0.84
C: 3.14 -1.41 -0.24
O: 1.97 -0.97 1.78
H: 0.12 2.61 2.43
H: -1.37 1.62 2.37
H: -1.43 2.89 1.43
H: -1.78 3.13 -0.96
H: -3.33 2.48 -2.78
H: -4.02 0.30 -3.20
H: -2.67 -1.61 -1.86
H: -1.95 -1.10 1.18
H: 0.86 -3.54 -0.50
H: 2.71 -2.76 1.42
H: 3.11 -2.02 -1.01
H: 4.03 -1.15 0.23
H: 2.75 -0.44 -0.64
H: 1.54 -0.25 1.33

E_HOMO: -9.4 eV

=====

No. 14
Formula: C5H12N2
Source: OMol25
Level of theory: ωB97M-V/def2-TZVPD

Geometry (Å):
C: -2.35 -1.08 0.74
C: -1.44 -0.30 -0.12
N: -2.27 0.83 -0.81
C: -0.24 0.50 0.65
C: 1.03 -0.22 0.38
C: 2.12 0.43 -0.25
N: 3.40 -0.15 -0.48
H: -2.14 -2.17 0.92
H: -2.32 -0.57 1.72
H: -3.41 -1.09 0.32
H: -1.03 -1.05 -0.95
H: -1.99 1.20 -1.82
H: -2.22 1.75 -0.34
H: -0.31 0.52 1.77
H: -0.24 1.53 0.42
H: 1.26 -1.05 1.01
H: 2.06 1.25 -0.95
H: 3.62 -1.11 -0.28
H: 3.97 0.08 -1.24

E_HOMO: -7.7 eV

=====

No. 15
Formula: C4H10N2O
Source: OMol25
Level of theory: ωB97M-V/def2-TZVPD

Geometry (Å):
C: 0.86 2.35 -0.52
C: -0.22 1.59 0.23
N: 0.27 0.36 0.83
C: 0.38 -0.83 0.09
O: 1.45 -1.36 -0.09
C: -0.94 -1.59 -0.15
N: -0.77 -2.96 0.29
H: 0.48 3.26 -1.02
H: 1.37 1.79 -1.30
H: 1.63 2.67 0.19
H: -0.57 2.23 1.03
H: -1.04 1.35 -0.45
H: 0.91 0.54 1.59
H: -1.19 -1.41 -1.20
H: -1.74 -1.15 0.44
H: -1.07 -3.66 -0.38
H: 0.21 -3.17 0.43

E_HOMO: -9.3 eV